Record 1
Entry from the Open Molecules 2025 dataset: an isolated molecule of C21H24ClN5O3 in a non-equilibrium geometry (ωB97M-V/def2-TZVPD).

Geometry as XYZ:
```
54
Properties=species:S:1:pos:R:3:nbo_charge:R:1
C -0.38238 -1.60303 0.11667 -0.63
C -1.29226 -2.72798 -0.34978 -0.08
O -2.64713 -2.27290 -0.39676 -0.53
C -3.57830 -2.97845 0.26338 0.80
O -3.34642 -3.97486 0.89380 -0.59
C -4.93526 -2.33054 0.13180 -0.51
C -5.04460 -1.11710 1.07690 -0.21
N -4.15364 -0.04569 0.71217 -0.65
C -4.57724 0.91138 -0.16662 0.79
O -5.73361 1.05621 -0.50538 -0.66
N -3.59937 1.74491 -0.66063 -0.64
C -2.23631 1.80170 -0.35145 0.08
C -1.79084 1.69079 0.96244 -0.23
C -0.41892 1.73685 1.16063 0.13
N 0.36799 1.62249 2.27609 -0.49
C 1.59685 1.73182 1.85652 0.42
C 2.78848 1.65246 2.73189 -0.67
N 1.69186 1.93165 0.50095 -0.37
C 2.87740 2.03399 -0.31384 -0.25
C 3.42302 0.66242 -0.62610 0.06
C 2.67443 -0.20432 -1.41390 -0.24
C 3.13287 -1.48350 -1.67042 -0.19
C 4.34227 -1.91374 -1.15051 -0.24
C 5.08792 -1.04320 -0.37313 -0.02
Cl 6.60361 -1.56005 0.27976 0.01
C 4.63625 0.23935 -0.10424 -0.27
C 0.40842 1.92348 0.03025 0.30
N -0.00378 2.06183 -1.21854 -0.46
C -1.31333 1.99887 -1.40693 0.20
C -1.78645 2.13908 -2.82053 -0.65
H -0.48214 -0.74390 -0.54208 0.21
H 0.65104 -1.93840 0.10108 0.22
H -0.63319 -1.29698 1.12997 0.22
H -1.23715 -3.58901 0.32374 0.21
H -1.02592 -3.04369 -1.36336 0.18
H -5.69580 -3.06373 0.39628 0.24
H -5.08453 -1.99072 -0.89316 0.24
H -6.05934 -0.71693 1.02228 0.24
H -4.82755 -1.42540 2.10324 0.20
H -3.17018 -0.27411 0.69575 0.41
H -3.93164 2.35958 -1.38982 0.41
H -2.47906 1.58857 1.78571 0.24
H 2.45777 1.53337 3.75870 0.25
H 3.38724 2.55909 2.65115 0.22
H 3.40799 0.80130 2.45129 0.23
H 2.57739 2.53575 -1.23839 0.25
H 3.62433 2.64006 0.20490 0.21
H 1.73492 0.13493 -1.82295 0.23
H 2.54874 -2.15365 -2.28262 0.22
H 4.70573 -2.90974 -1.34717 0.23
H 5.23649 0.90186 0.50079 0.22
H -2.43633 1.30885 -3.09305 0.23
H -0.92595 2.15815 -3.48288 0.24
H -2.34344 3.06730 -2.94956 0.22
```

Kohn-Sham gap in eV: 8.91
Spin multiplicity: 1
E_LUMO in eV: 0.5
E in eV: -48284.751

=====

Record 2
Entry from the Open Molecules 2025 dataset: a structure of composition C21H24ClNOsPSSe2Si (ωB97M-V/def2-TZVPD).

Geometry as XYZ:
```
53
Properties=species:S:1:pos:R:3:nbo_charge:R:1
Os 0.10745 0.30349 0.89806 0.50
C 2.53141 5.39425 0.42486 -1.12
Si 3.50853 4.26675 -0.69270 1.62
C 2.75469 4.17333 -2.39645 -1.12
C 5.29614 4.78165 -0.77712 -1.12
C 3.46735 2.51144 0.05126 -0.47
C 4.63018 1.79852 0.37691 -0.10
C 4.57947 0.51284 0.89183 -0.25
C 3.34526 -0.07347 1.11358 0.08
N 2.22821 0.58649 0.82750 -0.49
C 2.29823 1.82231 0.30035 0.09
S 0.58891 2.27722 0.00447 0.17
H 2.54077 6.41360 0.03319 0.25
H 2.95562 5.41920 1.43037 0.25
H 1.48695 5.08613 0.50703 0.24
H 2.80051 5.15194 -2.87938 0.25
H 1.70604 3.87175 -2.36571 0.24
H 3.29234 3.46441 -3.02882 0.25
H 5.36370 5.78733 -1.19729 0.26
H 5.88369 4.12189 -1.41872 0.24
H 5.76256 4.80964 0.20977 0.25
H 5.59624 2.26180 0.21788 0.23
H 5.48080 -0.03267 1.13076 0.24
H 3.23685 -1.06314 1.53545 0.23
Se -2.40174 0.31266 0.62041 -0.24
P -2.17155 -1.74953 -0.05329 1.05
Se 0.06278 -1.81130 -0.19178 -0.03
C -2.74754 -2.96135 1.13972 -0.36
C -1.89275 -3.81217 1.83058 -0.21
C -2.42088 -4.71776 2.74095 -0.20
C -3.78833 -4.76840 2.95851 -0.17
C -4.64257 -3.91647 2.26672 -0.18
C -4.12666 -3.01424 1.35517 -0.21
C -2.96568 -2.11438 -1.61503 -0.36
C -2.72222 -3.34645 -2.22289 -0.20
C -3.35797 -3.65472 -3.41122 -0.20
C -4.24290 -2.74599 -3.98159 -0.16
C -4.48816 -1.52523 -3.37273 -0.20
C -3.84440 -1.19980 -2.18672 -0.20
H -0.82319 -3.77171 1.67146 0.23
H -1.75932 -5.38267 3.27940 0.23
H -4.19421 -5.47537 3.66960 0.23
H -5.70947 -3.95748 2.43841 0.23
H -4.79353 -2.35201 0.81458 0.23
H -2.04268 -4.06143 -1.77210 0.22
H -3.16835 -4.60450 -3.89235 0.23
H -4.74223 -2.99414 -4.90865 0.23
H -5.17546 -0.82151 -3.82201 0.23
H -4.01377 -0.23841 -1.71964 0.24
Cl 1.52936 -0.23176 3.82076 -0.04
C 0.09317 0.28616 2.92076 -0.61
H -0.14597 1.32159 3.19078 0.25
H -0.74565 -0.33833 3.23510 0.24
```

Kohn-Sham gap in eV: 6.80
Spin multiplicity: 1
E_LUMO in eV: -4.4
Total charge: +1
E in eV: -197338.070

=====

Record 3
Entry from the Open Molecules 2025 dataset: a structure of composition C21H24CrIN4O in a non-equilibrium geometry (ωB97M-V/def2-TZVPD).

Geometry as XYZ:
```
52
Properties=species:S:1:pos:R:3:nbo_charge:R:1
Cr -0.05279 -0.38950 0.62381 1.03
C -2.85987 -0.25598 1.85989 -0.39
N -2.25084 0.04386 0.55312 -0.48
C -2.91918 -0.73314 -0.50419 -0.40
C -2.37280 1.48076 0.28003 0.16
C -3.61165 2.06766 0.05859 -0.23
C -3.71120 3.41734 -0.23018 -0.25
C -2.54866 4.17460 -0.31881 -0.20
C -1.31346 3.59668 -0.10001 -0.24
C -1.19688 2.23720 0.23428 0.14
N 0.00463 1.56255 0.39985 -0.65
C 1.06063 2.09012 1.12330 0.16
C 1.09161 3.30779 1.81612 -0.27
C 2.24971 3.73480 2.44756 -0.19
C 3.41114 2.97905 2.40636 -0.26
C 3.38467 1.75054 1.75789 -0.24
C 2.22546 1.30097 1.15867 0.18
N 2.13473 0.00315 0.48912 -0.47
C 2.70139 0.13659 -0.86206 -0.40
C 2.83297 -1.05512 1.23612 -0.41
H -3.92612 -0.00346 1.85907 0.17
H -2.34462 0.30625 2.63224 0.24
H -2.75204 -1.31410 2.09020 0.20
H -4.00688 -0.61150 -0.48471 0.19
H -2.69462 -1.79230 -0.37152 0.20
H -2.55040 -0.40884 -1.47710 0.21
H -4.51228 1.46818 0.11287 0.21
H -4.67978 3.86864 -0.39784 0.21
H -2.60570 5.22518 -0.57518 0.21
H -0.41401 4.18598 -0.21393 0.22
H 0.19771 3.90886 1.89434 0.22
H 2.23677 4.67581 2.98386 0.21
H 4.31603 3.32275 2.88845 0.21
H 4.27630 1.13618 1.74562 0.21
H 3.76576 0.38992 -0.81691 0.19
H 2.17109 0.92573 -1.39398 0.22
H 2.59697 -0.80053 -1.41115 0.18
H 3.91800 -0.90887 1.24120 0.17
H 2.62582 -2.01648 0.76278 0.19
H 2.43768 -1.07422 2.24784 0.25
I -1.56477 -5.84843 2.22560 0.19
C -0.64808 -4.63716 0.80767 -0.18
C -0.05109 -5.17996 -0.31872 -0.20
C 0.54796 -4.31370 -1.21888 -0.24
C 0.52792 -2.95693 -0.95759 0.04
N -0.05932 -2.42858 0.12602 -0.45
C -0.63699 -3.26526 0.99518 0.01
H -0.04794 -6.24823 -0.48607 0.23
H 1.03392 -4.68639 -2.10949 0.23
H 0.99407 -2.25663 -1.63758 0.20
H -1.05427 -2.80580 1.87941 0.25
O -0.00879 -0.69232 2.22012 -0.78
```

Kohn-Sham gap (spin up / spin down) in eV: 6.37 / 6.44
Spin multiplicity: 2
E_LUMO (spin up / spin down) in eV: 0.0 / 0.0
E in eV: -66695.590

=====

Record 4
Entry from the Open Molecules 2025 dataset: a structure of composition C21H24F3IrNO4P2S in a non-equilibrium geometry (ωB97M-V/def2-TZVPD).

Geometry as XYZ:
```
57
Properties=species:S:1:pos:R:3:mulliken_spin:R:1
C 4.24016 0.72434 0.61505 0.03
C 2.96068 1.14006 0.25769 0.11
C 2.35896 0.52172 -0.89296 0.26
C 2.68650 -0.84546 -1.07823 0.14
C 3.94774 -1.30731 -0.67749 -0.01
C 4.77297 -0.45163 0.06160 0.26
C 1.51940 -1.65824 -1.49652 0.12
C 0.80663 -1.00167 -2.62421 0.14
C 0.57258 0.37952 -2.39840 0.26
C -0.70362 0.86845 -2.84494 0.07
C -1.27548 0.26875 -3.96510 0.03
C -0.75567 -0.94326 -4.45371 0.25
C 0.19442 -1.63925 -3.70597 0.01
H 4.81577 1.30637 1.33931 0.00
H 4.26588 -2.31563 -0.95978 0.00
H 5.81022 -0.72513 0.26382 0.00
H 1.74982 -2.71080 -1.66375 0.01
H -2.14036 0.73424 -4.44328 0.00
H -1.14604 -1.36370 -5.38089 0.00
H 0.48000 -2.66936 -3.94817 0.00
N 1.41573 1.13957 -1.64824 0.23
Ir -0.85836 -0.38731 1.03050 1.90
C 2.07452 2.03876 1.05837 0.12
H 1.54960 2.73190 0.38453 0.02
H 2.64860 2.57351 1.82933 0.01
C -1.36387 1.88509 -1.96775 0.07
H -0.64030 2.68037 -1.72769 0.02
H -2.27135 2.27968 -2.44765 0.01
P 0.64828 1.07999 1.93430 0.21
P -1.88182 1.19771 -0.24149 0.19
C -3.49362 0.41391 -0.59212 0.05
H -4.00442 0.19995 0.35673 0.00
H -4.10844 1.08628 -1.20338 0.01
H -3.32103 -0.53465 -1.11241 -0.02
C -2.36457 2.76036 0.56097 0.03
H -3.22937 3.17951 0.02983 0.00
H -2.63975 2.57738 1.60654 0.00
H -1.53241 3.47225 0.51363 0.00
C 1.51383 0.08136 3.19777 0.05
H 2.45369 0.55896 3.50291 0.01
H 0.86373 -0.04130 4.07556 0.00
H 1.71771 -0.91246 2.78182 0.00
C -0.02980 2.45313 2.94249 0.02
H -0.88024 2.09777 3.53704 0.00
H 0.75027 2.82802 3.61772 0.00
H -0.36521 3.27136 2.29732 0.00
C -1.95290 -0.03792 2.53459 0.09
O -2.64308 0.11243 3.45986 0.01
H 0.74470 -1.50720 -0.57648 0.09
F -2.74712 -5.08028 1.04041 0.00
C -2.43954 -3.84829 1.50228 0.01
F -3.53050 -3.04901 1.39293 0.00
F -2.09106 -3.92582 2.80686 0.00
S -1.00399 -3.12733 0.50697 0.01
O -0.22029 -2.35244 1.54696 0.10
O -0.28491 -4.14568 -0.20619 0.02
O -1.64328 -2.06154 -0.32891 0.05
```

Kohn-Sham gap (spin up / spin down) in eV: 6.65 / 5.52
Spin multiplicity: 6
E_LUMO (spin up / spin down) in eV: -6.5 / -9.9
Total charge: +2
E in eV: -72230.704

=====

> Look up the spin multiplicity of the first one.

1

=====

> Look up the E of the second one.

-197338.070 eV